{
  "formula": "C54H65N7O20",
  "method": "ωB97M-V/def2-TZVPD",
  "relative_energy_kcal_mol": 0.0,
  "homo_lumo_gap_ev": 8.983,
  "smiles": "O=[N+]([O-])c1ccccc1.O=[N+]([O-])c1ccccc1.O=[N+]([O-])c1ccccc1.O=[N+]([O-])c1ccccc1.O=[N+]([O-])c1ccccc1.O=[N+]([O-])c1ccccc1.O=[N+]([O-])c1ccccc1.COCCOC.COCCOC.COCCOC",
  "homo_energy_ha": -0.3589,
  "charge": 0,
  "e_lumo_ev": -0.783,
  "symbols": ["O", "O", "O", "O", "O", "O", "O", "O", "O", "O", "O", "O", "O", "O", "O", "O", "O", "O", "O", "O", "N", "N", "N", "N", "N", "N", "N", "C", "C", "C", "C", "C", "C", "C", "C", "C", "C", "C", "C", "C", "C", "C", "C", "C", "C", "C", "C", "C", "C", "C", "C", "C", "C", "C", "C", "C", "C", "C", "C", "C", "C", "C", "C", "C", "C", "C", "C", "C", "C", "C", "C", "C", "C", "C", "C", "C", "C", "C", "C", "C", "C", "H", "H", "H", "H", "H", "H", "H", "H", "H", "H", "H", "H", "H", "H", "H", "H", "H", "H", "H", "H", "H", "H", "H", "H", "H", "H", "H", "H", "H", "H", "H", "H", "H", "H", "H", "H", "H", "H", "H", "H", "H", "H", "H", "H", "H", "H", "H", "H", "H", "H", "H", "H", "H", "H", "H", "H", "H", "H", "H", "H", "H", "H", "H", "H", "H"],
  "coordinates": [[9.646, 18.758, -9.365], [8.139, 20.442, 6.157], [15.200, 20.414, 5.580], [3.912, 24.191, -0.592], [3.946, 20.630, -3.984], [4.929, 23.057, -2.109], [12.918, 20.401, -4.551], [5.641, 14.561, -1.350], [7.982, 14.667, -4.326], [8.844, 19.139, -11.307], [12.553, 13.481, -0.698], [8.446, 21.133, 4.138], [2.562, 21.147, -5.537], [9.793, 16.768, -5.183], [7.195, 16.047, -1.381], [8.915, 20.486, -1.047], [10.734, 13.503, 0.448], [8.814, 20.683, -4.614], [14.306, 22.356, 5.746], [15.573, 18.052, -3.628], [3.648, 21.212, -5.004], [6.152, 15.558, -1.800], [14.419, 21.273, 5.213], [11.593, 14.043, -0.224], [4.443, 23.180, -1.001], [8.115, 20.287, 4.955], [9.456, 19.487, -10.321], [12.433, 21.693, 3.807], [4.361, 21.980, -0.178], [9.292, 19.906, -5.690], [11.360, 15.455, -0.549], [3.739, 16.500, -4.482], [8.543, 21.136, 0.135], [6.797, 17.742, 2.575], [12.024, 20.399, 1.835], [10.128, 16.070, -0.497], [5.994, 22.018, -5.167], [4.262, 19.801, 1.544], [9.748, 16.262, -3.872], [7.429, 13.385, -4.087], [10.577, 21.291, -9.093], [4.297, 15.845, -3.397], [9.252, 20.243, -3.355], [4.741, 19.630, 0.236], [9.256, 14.828, -3.763], [11.611, 21.369, 2.737], [7.285, 16.646, 4.646], [12.489, 16.245, -0.776], [7.224, 18.953, 3.101], [13.984, 19.970, 3.190], [5.559, 18.108, -4.466], [10.172, 23.034, -11.185], [6.919, 22.959, -5.606], [11.005, 22.613, -8.968], [4.391, 17.614, -5.015], [14.330, 18.382, -4.229], [6.600, 23.701, -6.712], [11.059, 18.199, -0.997], [12.997, 20.534, -5.955], [4.689, 22.016, -5.639], [8.769, 21.182, -2.270], [9.969, 17.436, -0.636], [12.319, 17.609, -1.019], [3.776, 21.016, 1.969], [5.489, 16.314, -2.883], [6.136, 17.428, -3.395], [3.796, 22.095, 1.088], [4.353, 22.856, -6.697], [10.746, 23.504, -9.999], [5.297, 23.714, -7.223], [16.692, 18.263, -4.458], [14.114, 19.869, -4.003], [6.830, 16.593, 3.314], [4.865, 20.736, -0.563], [7.642, 17.867, 5.204], [9.980, 20.857, -10.253], [7.607, 19.024, 4.419], [13.586, 20.962, 4.076], [9.743, 21.721, -11.301], [13.212, 19.711, 2.071], [10.927, 16.353, -5.935], [13.213, 18.199, -1.181], [13.580, 18.999, 1.344], [14.252, 18.011, -5.255], [10.717, 16.329, -3.354], [11.208, 15.322, -5.712], [9.341, 20.488, -6.608], [8.827, 19.252, -3.155], [4.354, 18.952, 2.210], [10.723, 20.589, -8.282], [6.219, 21.437, -4.283], [7.201, 19.845, 2.491], [11.454, 20.112, 0.961], [9.252, 15.529, -0.159], [8.996, 17.888, -0.504], [10.699, 16.423, -6.995], [10.967, 24.557, -9.892], [11.740, 17.032, -5.659], [17.586, 17.821, -4.025], [8.750, 18.963, -5.795], [13.519, 15.919, -0.792], [7.691, 21.315, -2.442], [10.322, 19.576, -5.496], [5.453, 20.625, -1.467], [10.715, 21.929, 2.513], [7.885, 22.902, -5.126], [2.854, 16.122, -4.972], [13.796, 21.252, -6.176], [16.812, 19.306, -4.753], [10.342, 20.143, -3.287], [8.724, 20.439, 0.951], [9.149, 16.956, -3.280], [9.291, 22.142, -2.240], [9.973, 14.127, -4.203], [7.478, 21.407, 0.140], [6.548, 17.680, 1.522], [3.921, 17.976, -5.922], [5.163, 18.695, -0.104], [7.918, 12.570, -4.624], [9.187, 14.674, -2.675], [14.942, 19.497, 3.354], [14.011, 20.022, -2.926], [13.153, 19.599, -6.501], [3.327, 22.958, -7.023], [13.586, 17.816, -3.666], [14.992, 20.469, -4.268], [4.991, 24.337, -8.051], [7.057, 17.726, -2.918], [10.009, 23.737, -11.990], [3.346, 23.022, 1.416], [9.331, 21.375, -12.238], [12.074, 20.965, -6.346], [7.180, 15.765, 5.263], [7.318, 24.461, -7.006], [12.023, 22.432, 4.484], [11.480, 22.948, -8.057], [10.896, 19.245, -1.219], [6.380, 13.480, -4.362], [16.592, 17.675, -5.382], [7.496, 13.174, -3.012], [6.067, 18.948, -4.919], [3.440, 21.122, 2.991], [9.088, 22.075, 0.291], [7.886, 17.895, 6.257], [3.796, 14.991, -2.962], [6.639, 15.607, 2.911]]
}